Entry 1:
The following is a quantum chemistry calculation of an isolated molecule of C2H2N3P at a distorted geometry, from the OMol25 dataset.

The multiplicity is 1. The frontier orbital gap comes out at 0.378 hartree. The HOMO energy is -10.4 eV. The energy relative to the best compared isomer or geometry (same formula, charge and spin) is 2.0856 eV. Its charge is 0. The SMILES is N#CN(P)C#N.

Geometry (Å):
C1 0.7667 1.2151 0.4958
C2 0.7992 -1.1115 0.1724
N1 1.3606 2.0887 0.9217
N2 1.2419 -2.1099 0.4680
N3 0.1897 0.1717 -0.0311
P1 -1.4966 0.2202 -0.1438
H1 -1.4437 -1.1227 -0.4714
H2 -1.4178 0.6484 -1.4115



Entry 2:
The following is a quantum chemistry calculation of an isolated molecule of C5H5NO at a distorted geometry, from the OMol25 dataset.

The multiplicity is 1. The frontier orbital gap comes out at 0.319 hartree. The HOMO energy is -8.5 eV. The energy relative to the best compared isomer or geometry (same formula, charge and spin) is 1.9924 eV. Its charge is 0. The SMILES is C=c1ncoc1=C.

Geometry (Å):
C1 -2.0691 -0.0912 -0.0705
C2 -0.0189 -0.7165 -0.1211
C3 -0.0474 0.7234 -0.0209
C4 1.0663 -1.4926 0.0308
C5 0.9678 1.5181 -0.0779
N1 -1.3573 -1.1384 -0.0853
O1 -1.4213 1.0944 -0.0210
H1 -3.0465 0.0924 0.1549
H2 1.0608 -2.5366 -0.0053
H3 2.0663 -1.1072 0.0750
H4 0.8845 2.6700 0.1243
H5 1.9148 0.9842 0.0170



Entry 3:
The following is a quantum chemistry calculation of a cluster of 2 separate species, C2H2O4 in total at a distorted geometry, from the OMol25 dataset.

The multiplicity is 1. The frontier orbital gap comes out at 0.383 hartree. The HOMO energy is -9.9 eV. The energy relative to the best compared isomer or geometry (same formula, charge and spin) is 2.2426 eV. Its charge is 0.

Geometry (Å):
C1 1.8002 -0.1176 -0.3359
C2 -0.4787 -0.1524 0.3579
O1 2.1079 0.7188 0.3695
O2 1.6889 -0.7886 -1.2465
O3 -0.8968 0.4851 1.4037
O4 -1.3914 -0.1824 -0.7008
H1 -1.7666 0.9182 1.4027
H2 -1.0635 -0.8812 -1.2507



Entry 4:
The following is a quantum chemistry calculation of an isolated molecule of C3H7NO2S at a distorted geometry, from the OMol25 dataset.

The multiplicity is 1. The frontier orbital gap comes out at 0.366 hartree. The HOMO energy is -9.5 eV. The energy relative to the best compared isomer or geometry (same formula, charge and spin) is 4.7492 eV. Its charge is 0. The SMILES is CONC(=O)SC.

Geometry (Å):
C1 -1.3509 2.0037 -1.2278
C2 0.2416 -0.5459 -0.0420
C3 1.2245 -1.6936 1.8666
H1 -1.0267 2.0537 -0.1094
H2 -2.4937 2.1221 -1.4795
H3 -0.6544 2.6608 -1.7535
H4 0.6321 0.1758 -2.2130
H5 0.2321 -2.2517 2.0495
H6 1.3608 -0.7818 2.6253
H7 1.8562 -2.5876 2.0440
N1 0.1062 0.1851 -1.1549
O1 -1.1030 0.6298 -1.4657
O2 -0.6582 -0.4573 0.8394
S1 1.6336 -1.5131 0.0210